No. 1
The following is a DFT calculation (ωB97M-V/def2-TZVPD) of a 2-piece molecular cluster, C5H10Cl2N overall at a distorted geometry.

Atoms and positions in Å:
Cl: -2.6145 0.2574 1.3477
Cl: -3.3668 1.1046 -1.2258
N: 0.5041 0.8505 -0.2030
C: -0.2865 -1.5682 -0.4598
C: 1.3566 0.9531 -1.3894
C: -2.2457 1.1757 0.0343
C: 0.2142 -0.5747 0.1896
C: 0.5449 -0.8137 1.6737
H: -0.3572 -2.3981 0.2097
H: 1.9863 0.0968 -1.5115
H: 0.8133 -1.8746 1.7920
H: 0.7324 1.0058 -2.3788
H: -0.5350 1.3142 -0.1564
H: 1.3964 -0.2908 2.1202
H: -0.3937 -0.5881 2.1995
H: 1.9240 1.8117 -1.4377
H: 0.9520 1.2883 0.6442
H: -0.6248 -1.7498 -1.4486

Values from the calculation:
LUMO energy ... -0.1951 Ha
E_tot ... -31871.3357 eV
Frontier orbital gap ... 0.31730 hartree
Relative energy (zero: lowest compared OMol25 entry of this formula, charge and spin) ... 288.4 kJ/mol
Charge ... +1

---

No. 2
The following is a DFT calculation (ωB97M-V/def2-TZVPD) of an isolated ion of composition C4H9FNO and charge +1 at a distorted geometry.

Atoms and positions in Å:
F: -1.6190 1.4897 -1.3335
O: -0.3617 1.8217 0.5265
N: 1.3882 -1.2935 -0.9185
C: -0.4486 1.7663 -0.7667
C: 0.0745 -0.7953 -0.4459
C: -0.0586 -0.5129 0.9977
C: -0.9543 0.7474 1.2297
H: 0.9178 -0.3305 1.4501
H: 0.2081 2.3765 -1.3668
H: 2.0498 -0.5294 -1.1199
H: -0.9892 1.0273 2.2800
H: -1.9623 0.5468 0.8597
H: 1.2534 -1.8408 -1.7783
H: -0.5638 -1.3059 1.5548
H: 1.8249 -1.9130 -0.2169
H: -0.7591 -1.2542 -0.9519

Values from the calculation:
LUMO energy (spin up / spin down) ... -0.1466 / -0.1465 Ha
E_tot ... -10539.1794 eV
Frontier orbital gap (spin up / spin down) ... 0.30137 / 0.30161 hartree
Relative energy (zero: lowest compared OMol25 entry of this formula, charge and spin) ... 261.3 kJ/mol
Charge ... +1

---

No. 3
The following is a DFT calculation (ωB97M-V/def2-TZVPD) of the molecule C18H24N4O2S.

Atoms and positions in Å:
S: -3.4816 -1.7055 0.1334
O: 2.1002 1.0456 1.7194
O: -3.3324 -0.0374 -1.8196
N: -0.1724 1.5522 -2.1773
N: -1.3151 -0.4369 -0.8884
N: 1.9889 1.7602 -0.9262
N: -1.0595 -1.7739 1.0210
C: -0.3418 2.5353 -1.1233
C: -1.7909 -1.2706 0.0874
C: 2.1762 2.1002 -2.3179
C: 1.9619 0.4069 -0.5645
C: 1.9536 -0.6170 -1.5127
C: 2.0538 -2.3045 0.1769
C: 0.8458 1.9867 -3.1110
C: 0.3419 0.4407 3.3073
C: -2.1362 0.1645 -1.7889
C: 2.0045 -1.9538 -1.1544
C: 2.0626 -1.3120 1.1421
C: 0.9975 2.6457 -0.3509
C: -1.4127 1.0963 -2.7518
C: 1.8128 0.7770 3.0767
C: -1.8000 -2.5625 1.8428
C: -3.1203 -2.6660 1.5456
C: 2.0299 0.0303 0.7991
C: -4.1705 -3.4418 2.2530
H: 1.3892 3.6652 -0.4140
H: 1.9947 -2.7116 -1.9233
H: 2.5371 3.1330 -2.3456
H: -0.3142 -0.2446 -0.9147
H: -4.9643 -2.7817 2.6009
H: -1.1984 0.5189 -3.6568
H: -4.6175 -4.1768 1.5846
H: 2.4598 -0.0189 3.4652
H: -1.3032 -3.0469 2.6642
H: 0.5911 2.9551 -3.5759
H: -1.1415 2.1993 -0.4605
H: -0.6364 3.5164 -1.5360
H: 2.0754 1.7059 3.5917
H: 2.1124 -1.6047 2.1777
H: -0.2820 1.2906 3.0390
H: -2.1045 1.9079 -3.0320
H: -3.7401 -3.9581 3.1079
H: 0.9270 1.2452 -3.9087
H: 0.1776 0.2041 4.3550
H: 2.0854 -3.3403 0.4754
H: 2.9533 1.4668 -2.7448
H: 0.0437 -0.4089 2.6961
H: 1.8978 -0.3756 -2.5608
H: 0.8612 2.4002 0.6975

Values from the calculation:
LUMO energy ... 0.0292 Ha
E_tot ... -39946.1663 eV
Frontier orbital gap ... 0.31031 hartree
Relative energy (zero: lowest compared OMol25 entry of this formula, charge and spin) ... 131.3 kJ/mol
SMILES ... CCOc1ccccc1N1CCN(CC(=O)Nc2ncc(C)s2)CC1

---

No. 4
The following is a DFT calculation (ωB97M-V/def2-TZVPD) of a 7-piece molecular cluster, C39H34NO13PS overall at a distorted geometry.

Atoms and positions in Å:
S: 0.4938 6.2712 -4.5193
P: -0.4894 4.6924 -3.9051
O: -0.8622 -7.7037 6.1508
O: -1.6989 5.8375 -9.8376
O: 3.2151 7.0991 -11.3438
O: 8.0045 -1.5176 3.1199
O: -3.9114 0.0344 0.9580
O: 3.3900 -4.1007 2.9666
O: -1.0939 -4.5530 7.4514
O: 3.6460 0.3954 0.7653
O: -6.3330 -3.9660 6.9795
O: 4.1225 -5.9693 6.5367
O: 0.9235 1.1283 -3.7127
O: -2.0208 3.7208 -5.8812
O: -4.5387 -0.6915 6.1627
N: -3.0715 6.7652 -6.1167
C: -3.1117 -5.3987 6.5844
C: -3.9414 0.9986 3.1045
C: -3.0036 -3.2911 8.0005
C: -0.8375 3.4385 -5.1934
C: 3.0228 0.5657 -0.2611
C: 1.1487 -7.7114 7.3769
C: -4.4125 -0.5242 4.9693
C: 3.6749 0.4312 -1.5877
C: 0.8578 -6.3936 5.2283
C: 2.9904 0.6138 -2.7128
C: -2.2974 -4.4243 7.3566
C: 4.4513 -3.5098 3.0053
C: 5.7508 -1.5120 2.4378
C: 1.5467 0.9589 -2.6862
C: -0.5748 6.1305 -10.1872
C: 0.2807 -7.3045 6.2434
C: 2.4001 -7.2729 7.4750
C: -4.5526 -1.6519 4.0131
C: -4.3195 -3.1414 7.8818
C: 2.1078 -5.9518 5.3220
C: 2.9763 -6.3597 6.4533
C: 1.5133 7.3353 -9.7335
C: 1.5784 0.9107 -0.2334
C: -4.3933 -1.4696 2.7055
C: 5.6411 -4.1079 3.6596
C: 4.5931 -2.1640 2.4017
C: -4.0696 -0.1309 2.1476
C: 0.8936 1.0913 -1.3586
C: -1.9054 4.6762 -6.9432
C: 0.2779 7.0189 -9.3573
C: 0.0005 5.6048 -11.4503
C: -5.1352 -4.1080 7.1028
C: -4.4289 -5.2513 6.4698
C: 1.2351 5.9226 -11.8278
C: -4.0991 0.8162 4.4118
C: 6.9474 -2.1082 3.0869
C: 6.7999 -3.4566 3.6961
C: -3.1404 5.5634 -6.9383
C: 2.0901 6.8132 -10.9995
H: -4.8567 -2.3161 8.3272
H: 0.2020 -6.1082 4.4155
H: -1.8387 4.1518 -7.9002
H: -3.3964 5.8375 -7.9584
H: 1.1270 0.9998 0.7464
H: 4.7277 0.1793 -1.5795
H: 2.5497 -5.2866 4.5901
H: -2.5696 -6.2198 6.1322
H: -3.7117 1.9648 2.6736
H: 3.7101 -1.7482 1.9366
H: -0.1610 7.3813 -8.4357
H: -0.1611 1.3372 -1.3665
H: 3.0547 -7.5535 8.2902
H: -4.7886 -2.6179 4.4422
H: -2.3866 -2.5959 8.5553
H: 1.6785 5.5545 -12.7441
H: 2.1557 7.9774 -9.1448
H: -3.9551 4.9363 -6.5661
H: 0.7025 -8.3744 8.1070
H: 5.8721 -0.5291 2.0014
H: 3.4419 0.5236 -3.6924
H: 0.0465 3.3713 -5.8309
H: -2.6289 7.5227 -6.6154
H: -0.6409 4.9573 -12.0344
H: -0.9578 2.4792 -4.6881
H: 0.2041 4.0068 -2.8980
H: -1.7288 4.9795 -3.3222
H: 5.5045 -5.0839 4.1077
H: -5.0462 -5.9461 5.9140
H: -2.5367 6.6077 -5.2741
H: -4.0059 1.6210 5.1297
H: -1.0022 5.2781 -6.8314
H: 7.6834 -3.8658 4.1691
H: -4.4869 -2.2749 1.9882

Values from the calculation:
LUMO energy ... -0.0764 Ha
E_tot ... -89218.5102 eV
Frontier orbital gap ... 0.24415 hartree
SMILES ... O=C1C=CC(=O)C=C1.O=C1C=CC(=O)C=C1.O=C1C=CC(=O)C=C1.O=C1C=CC(=O)C=C1.O=C1C=CC(=O)C=C1.O=C1C=CC(=O)C=C1.NCCOC[PH2]=S